{
  "formula": "C48H108BrN7O7",
  "method": "ωB97M-V/def2-TZVPD",
  "symbols": ["C", "C", "C", "C", "C", "C", "N", "O", "C", "C", "C", "H", "H", "H", "H", "H", "H", "H", "H", "H", "H", "H", "H", "H", "H", "H", "H", "H", "H", "C", "C", "C", "C", "C", "C", "N", "O", "C", "C", "C", "H", "H", "H", "H", "H", "H", "H", "H", "H", "H", "H", "H", "H", "H", "H", "H", "H", "H", "C", "C", "C", "C", "C", "C", "N", "O", "C", "C", "C", "H", "H", "H", "H", "H", "H", "H", "H", "H", "H", "H", "H", "H", "H", "H", "H", "H", "H", "C", "C", "C", "C", "C", "C", "N", "O", "C", "C", "C", "H", "H", "H", "H", "H", "H", "H", "H", "H", "H", "H", "H", "H", "H", "H", "H", "H", "H", "C", "C", "C", "O", "C", "N", "H", "H", "H", "H", "H", "H", "H", "H", "H", "H", "H", "H", "C", "C", "C", "O", "C", "N", "H", "H", "H", "H", "H", "H", "H", "H", "H", "H", "H", "H", "C", "C", "C", "O", "C", "N", "H", "H", "H", "H", "H", "H", "H", "H", "H", "H", "H", "H", "Br"],
  "coordinates": [[-9.459, -4.908, -4.070], [-9.018, -5.215, -2.649], [-7.997, -6.382, -2.662], [-6.671, -5.947, -3.127], [-6.061, -4.864, -2.299], [-6.849, -3.480, -2.454], [-8.373, -3.848, -2.189], [-9.055, -3.110, -1.693], [-6.574, -2.818, -3.810], [-6.532, -2.585, -1.216], [-10.148, -5.590, -1.702], [-8.661, -4.977, -4.765], [-9.966, -3.906, -4.217], [-10.100, -5.753, -4.352], [-8.435, -7.125, -3.349], [-7.995, -6.947, -1.672], [-6.767, -5.481, -4.112], [-5.944, -6.752, -3.267], [-5.078, -4.638, -2.636], [-5.973, -5.189, -1.248], [-6.525, -1.738, -3.603], [-7.522, -2.828, -4.446], [-5.703, -3.284, -4.250], [-6.986, -1.592, -1.310], [-5.444, -2.546, -1.261], [-6.749, -3.069, -0.257], [-10.446, -6.624, -2.114], [-10.944, -4.881, -1.737], [-9.795, -5.717, -0.699], [-6.649, 3.018, 5.854], [-7.213, 1.726, 6.467], [-8.766, 1.563, 6.769], [-9.605, 1.999, 5.562], [-9.628, 0.829, 4.631], [-8.396, 0.443, 3.847], [-7.177, 0.752, 4.755], [-6.108, 0.452, 4.243], [-8.242, 1.312, 2.604], [-8.250, -0.974, 3.358], [-6.238, 0.934, 7.237], [-5.703, 2.859, 5.416], [-6.476, 3.669, 6.744], [-7.438, 3.427, 5.172], [-8.870, 2.190, 7.677], [-8.929, 0.556, 7.146], [-9.123, 2.894, 5.182], [-10.619, 2.311, 5.796], [-10.388, 0.887, 3.830], [-9.776, -0.097, 5.276], [-8.321, 2.411, 2.879], [-9.058, 1.060, 1.931], [-7.298, 1.144, 2.103], [-7.370, -0.953, 2.741], [-9.032, -1.265, 2.671], [-8.251, -1.688, 4.137], [-5.216, 0.980, 6.866], [-6.570, -0.095, 7.352], [-6.236, 1.541, 8.164], [5.621, -9.363, -4.064], [5.013, -10.296, -3.046], [10.414, -7.271, -1.154], [10.627, -6.358, -2.024], [4.433, -9.496, -0.255], [4.268, -8.966, -1.415], [3.983, -10.274, -2.359], [3.504, -11.272, -1.897], [4.632, -7.597, -2.076], [1.175, -7.673, 3.566], [6.331, -11.205, -2.566], [6.361, -9.959, -4.644], [6.127, -8.527, -3.638], [5.050, -9.273, -4.902], [10.881, -8.151, -1.261], [9.657, -7.071, -0.331], [11.054, -6.551, -2.942], [10.028, -5.328, -1.837], [4.966, -8.921, 0.418], [4.291, -10.582, -0.064], [4.091, -6.686, -1.685], [4.566, -7.528, -3.161], [5.587, -7.552, -1.643], [0.620, -7.897, 4.511], [1.609, -8.653, 3.285], [0.758, -6.816, 3.106], [5.857, -12.092, -1.521], [7.029, -10.512, -1.967], [7.044, -11.827, -3.180], [9.781, 8.409, 8.065], [9.419, 7.029, 8.689], [5.671, 10.609, 2.569], [5.881, 10.810, 1.251], [6.461, 9.583, 0.298], [5.748, 8.245, 0.308], [10.573, 2.507, 7.502], [11.485, 2.364, 8.121], [6.578, 7.173, -0.118], [4.386, 7.904, 0.702], [10.624, 6.481, 9.176], [9.832, 7.983, 7.065], [10.528, 9.001, 8.506], [8.932, 9.050, 7.875], [5.922, 9.587, 2.667], [4.932, 11.260, 3.004], [-3.430, 1.681, -11.041], [5.266, 11.521, 0.564], [7.226, 9.418, 1.098], [7.110, 10.026, -0.500], [6.671, 6.248, 0.445], [7.596, 7.555, -0.269], [6.135, 6.911, -1.023], [4.044, 7.825, 1.704], [4.239, 6.866, 0.243], [3.809, 8.698, 0.246], [11.257, 6.584, 8.261], [10.720, 5.518, 9.661], [11.429, 7.086, 9.626], [3.834, 10.861, -9.184], [3.195, 9.517, -9.339], [4.016, 8.572, -10.186], [3.244, 7.389, -10.362], [3.633, 6.308, -9.488], [2.760, 8.867, -8.030], [2.168, 8.110, -8.320], [3.556, 8.455, -7.481], [2.206, 9.562, -7.570], [3.947, 11.155, -10.195], [4.829, 10.800, -8.721], [3.125, 11.505, -8.616], [2.239, 9.624, -9.922], [4.969, 8.274, -9.764], [4.324, 9.045, -11.112], [2.716, 6.095, -8.886], [4.455, 6.547, -8.811], [3.960, 5.482, -10.038], [-1.481, 1.151, -5.693], [-2.838, 0.526, -5.396], [-4.066, 0.955, -6.219], [-5.189, 0.307, -5.687], [-6.149, 0.356, -6.763], [-2.769, -0.878, -5.363], [-3.663, -1.466, -5.412], [-2.067, -1.449, -5.864], [-2.452, -1.528, -3.438], [-1.552, 2.219, -5.754], [-0.969, 0.849, -6.651], [-0.701, 1.023, -4.942], [-3.069, 0.843, -4.330], [-3.825, 0.647, -7.269], [-4.186, 2.033, -6.130], [-5.909, -0.460, -7.460], [-6.200, 1.388, -7.159], [-7.116, 0.219, -6.269], [5.012, -4.094, 8.084], [5.104, -2.612, 7.842], [3.860, -1.855, 8.459], [4.274, -0.570, 8.888], [3.634, 0.546, 8.188], [6.421, -2.017, 8.489], [7.121, -2.015, 7.759], [6.160, -1.079, 8.718], [6.768, -2.407, 9.407], [5.612, -4.689, 7.352], [3.969, -4.413, 7.898], [5.252, -4.354, 9.134], [5.381, -2.359, 6.850], [3.422, -2.421, 9.319], [3.058, -1.807, 7.660], [2.571, 0.584, 8.401], [3.796, 0.342, 7.142], [4.132, 1.474, 8.529], [-2.209, -1.483, -1.496]],
  "mulliken_charge": [-1.621, 1.066, -0.956, -0.619, -1.322, 1.087, 0.930, -0.355, -1.292, -1.683, -1.647, 0.441, 0.362, 0.459, 0.511, 0.369, 0.321, 0.397, 0.620, 0.385, 0.397, 0.280, 0.288, 0.412, 0.366, 0.514, 0.379, 0.440, 0.468, -1.247, 0.908, -0.806, -0.722, -1.015, 1.187, 0.581, -0.380, -1.605, -1.889, -1.433, 0.427, 0.428, 0.293, 0.421, 0.465, 0.279, 0.393, 0.492, 0.337, 0.335, 0.465, 0.464, 0.573, 0.420, 0.444, 0.360, 0.417, 0.411, -1.503, 0.451, -0.468, -0.448, -0.813, 0.598, 0.400, -0.578, -1.378, -0.445, -0.962, 0.428, 0.429, 0.410, 0.317, 0.155, 0.302, 0.141, 0.307, 0.320, 0.296, 0.426, 0.479, 0.232, 0.278, 0.269, 0.211, 0.297, 0.392, -0.900, -0.078, -0.655, -0.277, -1.096, 1.078, 0.397, 0.062, -1.375, -0.926, -0.985, 0.304, 0.315, 0.351, 0.372, 0.314, 0.010, 0.320, 0.487, 0.460, 0.402, 0.376, 0.468, 0.360, 0.337, 0.355, 0.319, 0.301, 0.376, -1.243, 0.209, -0.848, -0.403, -0.728, -0.212, 0.336, 0.365, 0.358, 0.387, 0.357, 0.386, 0.264, 0.452, 0.447, 0.240, 0.335, 0.298, -1.553, 0.734, -0.872, -0.232, -0.785, -0.512, 0.228, 0.281, 0.230, 0.401, 0.356, 0.378, 0.095, 0.368, 0.359, 0.334, 0.373, 0.228, -1.266, 0.118, -0.507, -0.488, -0.695, -0.347, 0.358, 0.311, 0.383, 0.365, 0.333, 0.400, 0.368, 0.391, 0.376, 0.304, 0.353, 0.244, -0.422],
  "multiplicity": 1,
  "e_lumo_ev": -12.4029,
  "e_homo_ev": -13.08,
  "charge": 6,
  "gap_ev": 0.674,
  "relative_energy_kcal_mol": 589.0,
  "energy_ev": -146235.88646
}


{
  "formula": "C48H108ClF6N6O4P",
  "method": "ωB97M-V/def2-TZVPD",
  "symbols": ["Cl", "O", "O", "O", "O", "C", "C", "C", "N", "C", "C", "C", "C", "C", "H", "H", "H", "H", "H", "H", "H", "H", "H", "H", "H", "H", "H", "H", "H", "H", "H", "H", "C", "C", "C", "N", "C", "C", "C", "C", "C", "H", "H", "H", "H", "H", "H", "H", "H", "H", "H", "H", "H", "H", "H", "H", "H", "H", "H", "C", "C", "C", "N", "C", "C", "C", "C", "C", "H", "H", "H", "H", "H", "H", "H", "H", "H", "H", "H", "H", "H", "H", "H", "H", "H", "H", "C", "C", "C", "N", "C", "C", "C", "C", "C", "H", "H", "H", "H", "H", "H", "H", "H", "H", "H", "H", "H", "H", "H", "H", "H", "H", "H", "C", "C", "C", "N", "C", "C", "C", "C", "C", "H", "H", "H", "H", "H", "H", "H", "H", "H", "H", "H", "H", "H", "H", "H", "H", "H", "H", "C", "C", "C", "N", "C", "C", "C", "C", "C", "H", "H", "H", "H", "H", "H", "H", "H", "H", "H", "H", "H", "H", "H", "H", "H", "H", "H", "P", "F", "F", "F", "F", "F", "F"],
  "coordinates": [[0.951, -0.205, 0.622], [0.498, 0.140, 1.909], [1.194, 1.010, -0.144], [2.156, -0.984, 0.722], [-0.076, -0.864, -0.192], [-0.528, 8.338, -0.217], [-0.178, 6.857, -0.047], [1.267, 6.607, -0.618], [1.588, 5.149, -0.626], [0.611, 4.412, -1.549], [1.820, 4.479, 0.748], [3.156, 3.774, 0.668], [3.581, 3.693, -0.816], [2.931, 4.975, -1.346], [0.261, 8.910, 0.271], [-1.518, 8.548, 0.182], [-0.558, 8.680, -1.253], [-0.861, 6.182, -0.561], [-0.179, 6.578, 1.006], [1.993, 7.029, 0.079], [1.383, 7.081, -1.591], [0.286, 5.142, -2.286], [-0.219, 4.109, -0.918], [1.132, 3.582, -2.017], [0.970, 3.808, 0.850], [1.740, 5.318, 1.435], [3.017, 2.844, 1.217], [3.983, 4.281, 1.171], [3.219, 2.714, -1.137], [4.661, 3.695, -0.941], [2.736, 4.940, -2.415], [3.544, 5.842, -1.105], [-7.551, -0.495, 4.821], [-6.707, -0.692, 3.554], [-5.222, -0.586, 3.966], [-4.212, -0.834, 2.865], [-4.277, 0.307, 1.846], [-4.280, -2.212, 2.204], [-3.629, -3.105, 3.282], [-2.588, -2.253, 3.980], [-2.805, -0.837, 3.504], [-8.587, -0.312, 4.544], [-7.168, 0.332, 5.420], [-7.524, -1.391, 5.442], [-7.012, 0.037, 2.804], [-6.942, -1.686, 3.168], [-4.970, -1.374, 4.678], [-5.025, 0.355, 4.476], [-4.924, 0.025, 1.024], [-3.257, 0.354, 1.460], [-4.366, 1.248, 2.385], [-3.663, -2.115, 1.313], [-5.316, -2.450, 1.982], [-3.276, -3.951, 2.692], [-4.371, -3.552, 3.941], [-1.586, -2.513, 3.628], [-2.478, -2.365, 5.057], [-2.112, -0.591, 2.696], [-2.686, 0.041, 4.141], [-2.484, 1.863, -1.173], [-2.071, 1.244, -2.472], [-1.845, 2.241, -3.604], [-1.429, 1.757, -5.011], [-1.364, 2.952, -5.956], [-2.434, 0.759, -5.583], [-1.668, -0.466, -6.110], [-0.197, 0.028, -6.119], [-0.145, 1.013, -4.981], [-1.778, 2.492, -0.628], [-2.748, 1.140, -0.401], [-3.416, 2.434, -1.228], [-2.918, 0.585, -2.708], [-1.241, 0.542, -2.359], [-0.908, 2.724, -3.314], [-2.681, 2.916, -3.766], [-0.950, 2.613, -6.901], [-0.672, 3.641, -5.476], [-2.380, 3.326, -6.033], [-3.098, 1.204, -6.320], [-3.052, 0.503, -4.725], [-1.923, -0.899, -7.073], [-1.850, -1.235, -5.357], [0.074, 0.559, -7.033], [0.542, -0.755, -5.963], [0.697, 1.702, -4.953], [-0.185, 0.434, -4.056], [1.642, -2.076, 5.420], [1.774, -0.850, 6.336], [1.908, 0.564, 5.669], [3.157, 0.885, 4.839], [3.734, -0.246, 4.032], [4.292, 1.529, 5.699], [4.580, 2.938, 5.166], [3.191, 3.335, 4.632], [2.806, 2.046, 3.887], [2.472, -2.297, 4.758], [0.755, -2.074, 4.786], [1.515, -2.840, 6.189], [2.494, -0.985, 7.142], [0.827, -0.821, 6.879], [1.835, 1.471, 6.271], [1.067, 0.773, 5.002], [3.944, -1.044, 4.742], [4.561, 0.131, 3.444], [2.930, -0.721, 3.469], [5.221, 0.972, 5.596], [3.955, 1.490, 6.730], [5.270, 2.903, 4.323], [4.865, 3.651, 5.935], [3.352, 4.257, 4.082], [2.565, 3.390, 5.523], [3.519, 1.983, 3.062], [1.800, 2.034, 3.471], [6.135, -4.642, -4.905], [5.072, -4.122, -3.915], [5.529, -3.128, -2.880], [4.445, -2.591, -1.969], [3.852, -3.650, -1.091], [3.219, -1.960, -2.662], [3.622, -0.555, -2.884], [4.263, -0.155, -1.565], [5.004, -1.418, -1.124], [6.934, -5.221, -4.438], [6.552, -3.824, -5.492], [5.639, -5.399, -5.511], [4.915, -5.085, -3.413], [4.202, -3.849, -4.509], [5.921, -2.235, -3.372], [6.332, -3.546, -2.276], [3.330, -4.442, -1.628], [3.161, -3.338, -0.309], [4.655, -4.171, -0.566], [2.385, -1.882, -1.963], [3.090, -2.522, -3.582], [2.793, 0.068, -3.223], [4.360, -0.477, -3.690], [3.513, 0.318, -0.931], [4.948, 0.678, -1.735], [4.879, -1.673, -0.071], [6.078, -1.240, -1.149], [-4.607, -3.155, -4.221], [-4.069, -4.233, -3.279], [-2.542, -4.101, -3.128], [-1.909, -4.773, -1.938], [-0.418, -4.733, -2.131], [-2.355, -6.239, -1.866], [-2.283, -6.539, -0.390], [-2.743, -5.263, 0.302], [-2.362, -4.095, -0.600], [-4.060, -3.237, -5.157], [-4.496, -2.157, -3.783], [-5.689, -3.226, -4.314], [-4.225, -5.204, -3.759], [-4.586, -4.397, -2.331], [-2.392, -3.019, -3.143], [-2.069, -4.575, -3.987], [-0.146, -5.476, -2.878], [0.042, -5.191, -1.251], [-0.060, -3.711, -2.190], [-1.644, -6.851, -2.413], [-3.387, -6.343, -2.188], [-1.245, -6.771, -0.152], [-2.993, -7.324, -0.140], [-2.414, -5.275, 1.338], [-3.832, -5.336, 0.350], [-1.549, -3.439, -0.287], [-3.155, -3.448, -0.969], [-1.398, 3.795, 3.708], [0.061, 4.012, 4.430], [-2.021, 5.060, 4.426], [-0.917, 4.775, 2.490], [-2.745, 3.429, 2.818], [-0.587, 2.589, 2.941], [-1.966, 2.750, 4.795]],
  "mulliken_charge": [0.515, -0.255, -0.391, -0.468, -0.442, -1.462, 0.159, -1.080, 0.592, -1.768, -0.145, 0.376, 0.047, -1.019, 0.352, 0.409, 0.353, 0.175, 0.233, 0.671, 0.466, 0.446, 0.503, 0.576, -0.150, 0.354, -0.688, 0.537, -0.449, 0.544, 0.396, 0.515, -1.360, -0.090, -0.967, 0.543, -0.868, -0.778, -0.508, -0.637, 0.054, 0.400, 0.352, 0.357, 0.381, 0.188, 0.383, 0.544, 0.413, 0.011, 0.487, 0.380, 0.468, 0.055, 0.322, 0.278, 0.405, -0.514, 0.567, -1.093, 1.025, -0.756, 0.365, -0.871, -0.369, -0.049, -0.947, -0.223, 0.062, -0.255, 0.652, -0.032, -0.315, 0.375, 0.417, 0.372, 0.321, 0.435, 0.378, 0.162, 0.410, -0.208, 0.410, 0.457, 0.332, -0.036, -0.960, -0.696, -0.445, 0.857, -1.373, -0.495, -0.698, -0.510, -0.127, 0.347, 0.052, 0.415, 0.354, 0.486, 0.511, 0.100, 0.507, 0.567, 0.184, 0.288, 0.368, 0.305, 0.421, 0.366, 0.289, 0.017, -0.151, -1.485, -0.126, -0.790, 0.947, -1.220, -0.413, -0.687, 0.901, -1.156, 0.362, 0.385, 0.402, 0.245, 0.196, 0.458, 0.373, 0.378, 0.351, 0.406, 0.132, 0.325, 0.227, 0.392, -0.829, 0.571, 0.425, 0.253, -1.329, -0.708, -0.785, 0.804, -1.581, -0.524, -0.999, -0.333, -0.395, 0.330, 0.227, 0.430, 0.425, 0.525, 0.335, 0.657, 0.366, 0.482, 0.574, 0.300, 0.348, 0.363, 0.462, 0.298, 0.452, 0.102, 0.251, 1.318, -0.397, -0.352, -0.272, -0.396, -0.392, -0.376],
  "multiplicity": 1,
  "e_lumo_ev": -7.8159,
  "e_homo_ev": -17.71,
  "charge": 4,
  "gap_ev": 9.894,
  "energy_ev": -106737.26609
}